Record 1
A 3-piece molecular cluster, C18H30BN3 overall. Source: the OMol25 dataset; level of theory: ωB97M-V with the def2-TZVPD basis set.

Its total charge is 0. Its SMILES is CCCCBNCCCC.c1ccncc1.c1ccncc1. For the molar mass, the calculation gives 299.27 Da.

Positions of all 52 atoms, in Å:
C -1.15972 -2.26472 3.62897
C -2.32889 -2.12163 2.63272
C -2.00865 -2.62673 1.22578
C -1.47223 -1.57900 0.22476
B -0.50900 -0.48822 0.82021
N 0.65119 0.00574 0.14592
C 1.84895 0.29550 0.98238
C 2.09955 1.79072 1.28188
C 0.86315 2.66999 1.41615
C 0.18222 2.58753 2.78291
H -0.48361 -3.03668 3.27202
H -0.57808 -1.34601 3.62052
H -1.50310 -2.48061 4.63294
H -2.67613 -1.09219 2.61932
H -3.15395 -2.71051 3.03193
H -1.33866 -3.48056 1.29515
H -2.93463 -3.01375 0.80465
H -2.33370 -1.05714 -0.19618
H -1.02648 -2.12008 -0.61122
H -0.77097 0.00129 1.87283
H 0.91120 -0.69019 -0.54700
H 2.70454 -0.04731 0.40693
H 1.87338 -0.27302 1.90963
H 2.73174 2.21685 0.50762
H 2.62659 1.84544 2.23308
H 0.15192 2.47755 0.62034
H 1.18698 3.70060 1.27957
H 0.64587 3.27390 3.48826
H -0.85503 2.90197 2.69426
H 0.20778 1.59374 3.21581
C -4.94393 -4.86125 -3.23317
C -3.91252 -4.06178 -3.69743
C -3.48666 -3.00908 -2.90205
N -4.01370 -2.71915 -1.71480
C -5.00513 -3.49705 -1.28439
C -5.50426 -4.57488 -1.99915
H -5.30521 -5.69371 -3.82324
H -3.44680 -4.24841 -4.65526
H -2.68019 -2.35971 -3.22627
H -5.41635 -3.23744 -0.31453
H -6.31054 -5.17306 -1.59763
C 5.95016 4.62683 -2.91019
C 5.87920 5.41023 -1.77003
C 4.90798 5.11298 -0.82647
N 4.03475 4.11611 -0.95383
C 4.11617 3.37400 -2.05608
C 5.05005 3.58457 -3.05879
H 6.69451 4.82548 -3.67059
H 6.56125 6.23452 -1.61353
H 4.81908 5.69961 0.08137
H 3.39046 2.57085 -2.13358
H 5.06946 2.94789 -3.93252

Forces on atoms 1 to 3 (eV/Å):
C -0.058 0.525 -0.862
C 0.189 -0.513 0.557
C -0.527 0.381 -0.155


Record 2
A 2-piece molecular cluster, C4H7NO overall. Source: the OMol25 dataset; level of theory: ωB97M-V with the def2-TZVPD basis set.

Its total charge is 0. For the molar mass, the calculation gives 85.11 Da.

Positions of all 13 atoms, in Å:
C -3.09053 0.96792 -0.72662
C 0.94017 -0.07889 -1.01293
C 0.00673 -0.23183 1.21643
C 0.27343 0.54735 0.15664
N -2.68191 -0.04444 -0.31039
O 0.47554 1.87861 0.29902
H 1.22876 -1.11203 -0.87874
H 0.30181 -0.07210 -1.81533
H 1.88116 0.38164 -1.33180
H -2.12685 -0.86032 -0.14835
H -0.16174 -1.21372 1.11356
H -0.34310 -0.03380 2.21102
H 0.46143 2.29747 1.18234

Forces on atoms 1 to 3 (eV/Å):
C 0.001 -0.398 0.255
C 1.188 0.063 0.106
C -0.810 2.326 0.173


Record 3
A single C5H5N3 molecule. Source: the OMol25 dataset; level of theory: ωB97M-V with the def2-TZVPD basis set.

Its total charge is 0. Its SMILES is [H]/N=c1\cccncn1. For the molar mass, the calculation gives 107.12 Da.

Positions of all 13 atoms, in Å:
H 1.59996 2.37031 0.92607
N 0.49298 2.26482 0.85924
C 0.17107 1.24985 0.09087
C 0.97863 0.48735 -0.74131
C 0.94730 -0.89639 -0.94391
C 0.29461 -1.80423 -0.12755
N -0.70874 -1.63385 0.51229
C -1.28243 -0.52763 0.29668
N -1.17859 0.85023 0.17659
H 1.59907 1.06747 -1.47068
H 1.43881 -1.12825 -1.85260
H 0.85212 -2.86483 -0.35552
H -2.38457 -0.86681 0.46721

Forces on atoms 1 to 3 (eV/Å):
H -2.859 -0.140 -0.698
N 2.549 -1.429 -0.939
C -0.887 3.181 4.848


Record 4
C29H61N9O7P2S as an isolated structure. Source: the OMol25 dataset; level of theory: ωB97M-V with the def2-TZVPD basis set.

Its total charge is 0. For the molar mass, the calculation gives 741.88 Da.

Positions of all 109 atoms, in Å:
C 3.75558 1.19872 -3.46827
C 3.41674 1.29742 -4.99341
O 2.11666 1.85309 -5.12441
C 1.19028 0.95898 -5.70741
C 0.93368 -0.31380 -4.86796
O -0.38870 -0.29185 -4.34723
C -0.57099 -1.19847 -3.28042
C -1.32478 -2.46423 -3.74798
O -0.46623 -3.46998 -4.23739
C 0.22595 -4.15513 -3.18249
C 1.69659 -4.18410 -3.56838
C 2.72223 -3.86416 -2.74833
C 2.43267 -3.48019 -1.29590
C 2.22826 -4.81119 -0.50106
O 3.34330 -5.06481 0.36772
C 3.13934 -6.12286 1.18249
C 4.31260 -6.43601 2.10654
O 2.14401 -6.81441 1.19299
C 4.10825 -3.89333 -3.16544
C 4.44692 -4.24293 -4.41724
N 5.80243 -4.25326 -4.89813
C 3.42873 -4.62023 -5.35647
N 3.57501 -5.01229 -6.59621
S 2.09310 -5.35564 -7.17134
N 1.22617 -4.97211 -5.86776
C 2.03654 -4.58191 -4.90779
H 4.33586 2.08286 -3.18668
H 2.80243 1.25333 -2.92554
H 4.22259 0.24431 -3.19799
H 3.49885 0.30104 -5.45531
H 4.19770 1.91903 -5.45242
H 0.22669 1.49036 -5.72605
H 1.42043 0.72892 -6.76026
H 1.07247 -1.17510 -5.54968
H 1.66005 -0.43228 -4.05180
H 0.35922 -1.46219 -2.75267
H -1.20726 -0.68506 -2.53856
H -2.01474 -2.80717 -2.95494
H -1.96885 -2.13155 -4.57415
H -0.18033 -5.17579 -3.12710
H 0.04643 -3.60084 -2.25536
H 1.52511 -2.88129 -1.20362
H 3.29391 -2.97778 -0.84034
H 2.18411 -5.64543 -1.21568
H 1.26196 -4.82590 0.01787
H 4.92772 -5.52808 2.20037
H 3.95551 -6.69218 3.10514
H 4.96245 -7.20715 1.68138
H 4.92057 -3.63400 -2.48920
H 6.21221 -5.14774 -4.63283
H 6.35376 -3.55560 -4.40654
O 1.81505 2.28486 -0.56224
P 1.88332 2.94024 0.80119
N 0.18691 2.95302 1.09255
C -0.68892 4.09129 1.22745
C -0.51391 1.67874 1.10086
N 2.46535 4.44992 0.22310
C 1.85943 5.73912 0.48788
C 3.11552 4.43333 -1.08683
N 2.21679 3.46970 2.44239
C 3.67793 3.46637 2.72183
C 1.59241 2.70293 3.53726
H -0.30525 4.83761 1.92836
H -1.65711 3.80018 1.64108
H -0.87603 4.56659 0.25759
H -0.39915 1.17850 2.07392
H -0.12982 1.00232 0.33252
H -1.58152 1.78773 0.90813
H 0.98056 5.91633 -0.14251
H 2.57273 6.54407 0.28501
H 1.58592 5.86141 1.53406
H 2.37367 4.38930 -1.89285
H 3.78565 3.58316 -1.18723
H 3.72663 5.32683 -1.23970
H 4.09003 2.45312 2.68931
H 3.87893 3.89306 3.70515
H 4.21904 4.07206 1.99793
H 1.79224 1.63103 3.45849
H 0.51526 2.85785 3.56900
H 1.96753 3.05242 4.50017
O -4.34957 -0.70819 4.38657
P -5.05541 0.51323 3.83336
N -4.24109 1.61565 4.88141
C -4.82009 2.43476 5.92237
C -2.78951 1.67311 4.81040
N -6.63172 0.11362 4.39325
C -7.48738 0.95579 5.20665
C -6.89203 -1.28824 4.70090
N -5.77516 1.88075 2.97976
C -6.53259 1.42798 1.78063
C -4.87766 2.94548 2.49817
H -5.69509 2.98825 5.57098
H -4.12218 3.20457 6.25758
H -5.09797 1.83945 6.79974
H -2.46170 2.31086 3.97381
H -2.35078 0.68341 4.65968
H -2.34775 2.07149 5.72387
H -7.19263 0.94099 6.26202
H -8.52401 0.60908 5.15344
H -7.51529 1.98418 4.85265
H -6.48920 -1.57040 5.68080
H -6.45726 -1.94176 3.94845
H -7.96637 -1.48901 4.70147
H -5.86959 0.98381 1.03203
H -7.06127 2.26583 1.32458
H -7.28381 0.68695 2.04523
H -4.05822 2.55739 1.88648
H -4.45946 3.52103 3.32208
H -5.43761 3.66679 1.90106

Forces on atoms 1 to 3 (eV/Å):
C -0.759 0.128 -0.619
C 0.639 -0.446 1.266
O 0.315 -0.124 -0.684


Record 5
C22H26BrN3O5SZr as an isolated structure. Source: the OMol25 dataset; level of theory: ωB97M-V with the def2-TZVPD basis set.

Its total charge is 0. For the molar mass, the calculation gives 615.66 Da.

Positions of all 59 atoms, in Å:
Zr 0.71517 0.60403 -0.46626
O 0.33553 4.58322 -1.30695
C 0.62368 3.42445 -0.77322
O -0.14299 2.46659 -0.88959
C 1.90265 3.43731 0.03363
O 2.21391 2.15393 0.55032
C 3.48441 1.63843 0.10584
C 3.38639 1.25132 -1.41294
O 4.39909 1.09724 -2.04646
O 2.15964 1.17218 -1.80863
H -0.50037 4.51152 -1.79727
H 1.76147 4.12500 0.87191
H 2.70859 3.83186 -0.59149
H 3.68946 0.75438 0.71190
H 4.28454 2.36270 0.26289
Br 1.29452 1.34976 5.64031
C 0.09155 1.81251 4.25851
C -1.26428 1.58822 4.39211
C -2.08122 1.92132 3.32363
C -1.50471 2.44376 2.18088
N -0.19616 2.67225 2.05654
C 0.58186 2.36830 3.08894
H -1.66853 1.14825 5.29183
H -3.14697 1.75281 3.37703
H -2.11401 2.72240 1.32754
H 1.64038 2.57400 2.99003
S -1.49942 -1.59923 3.03179
C -0.51387 -0.79877 2.09391
N 0.24832 -0.16927 1.42985
C 2.40447 -1.84060 0.08977
C 1.59496 -2.92329 -0.64665
C 1.98581 -2.90979 -2.13103
C 0.08621 -2.79833 -0.47912
C -0.58384 -3.78631 0.22323
C -1.96347 -3.82689 0.29570
C -2.69273 -2.87021 -0.38882
C -2.08141 -1.83816 -1.08175
C -2.96595 -0.87033 -1.85602
C -2.82736 0.58943 -1.38984
C -2.67528 -0.97087 -3.35911
C -0.64929 -1.73351 -1.09667
N -0.01522 -0.67530 -1.67600
H 3.47028 -2.06641 0.02590
H 2.10880 -1.78648 1.13573
H 2.22489 -0.87713 -0.41515
H 1.88676 -3.88750 -0.22079
H 1.70433 -1.95649 -2.57632
H 1.47100 -3.70740 -2.66615
H 3.06304 -3.05127 -2.24175
H -0.00745 -4.55251 0.73137
H -2.46344 -4.60380 0.85818
H -3.77641 -2.91873 -0.37138
H -3.99949 -1.18185 -1.67953
H -2.01700 1.06838 -1.93009
H -2.61574 0.62817 -0.31482
H -3.75062 1.14018 -1.58696
H -1.64345 -0.67949 -3.54990
H -3.34426 -0.31847 -3.92512
H -2.81676 -1.99550 -3.70349

Forces on atoms 1 to 3 (eV/Å):
Zr -1.483 -2.952 -1.088
O 0.208 -0.017 0.062
C -0.447 0.279 0.294


Record 6
C18H22BrN8NaS3 as an isolated structure. Source: the OMol25 dataset; level of theory: ωB97M-V with the def2-TZVPD basis set.

Its total charge is -2. For the molar mass, the calculation gives 549.53 Da.

Positions of all 53 atoms, in Å:
Na -0.11842 -0.35811 -0.32476
N 1.24749 -1.69137 1.32236
C 1.10932 -1.93503 2.75436
C 1.37939 -0.64519 3.51983
N 0.42003 0.37316 3.12083
C 0.92449 1.73748 3.14392
C 0.26485 2.54219 2.02947
N 0.50089 1.86826 0.75683
H 1.15095 -2.54205 0.78243
H 2.14191 -1.24835 1.09896
H 1.78954 -2.71160 3.13379
H 0.08341 -2.26428 2.94665
H 2.41001 -0.32990 3.29616
H 1.31837 -0.83823 4.59780
H 0.20222 0.17518 2.14949
H 2.01308 1.76171 2.98159
H 0.72460 2.21268 4.11228
H 0.65252 3.57024 2.06694
H -0.81541 2.59271 2.19839
H 1.50208 1.77068 0.58739
H 0.07901 2.36378 -0.01986
S -0.89679 -2.02066 -2.41446
C -2.46764 -1.36140 -2.77140
C -3.37020 -2.25528 -3.44350
N -4.06878 -3.00036 -3.98305
C -2.93383 -0.10996 -2.44476
S -2.08758 1.14312 -1.59422
C -4.29410 0.20526 -2.79538
N -5.38543 0.48531 -3.04739
Br -6.72991 0.10866 1.17255
C -4.90773 -0.42373 1.21997
C -4.06392 0.12120 2.17164
C -2.74376 -0.29670 2.16617
N -2.25489 -1.18771 1.30394
C -3.09049 -1.69376 0.39992
C -4.43466 -1.34459 0.31242
H -4.41347 0.85648 2.88188
H -2.03457 0.10754 2.88165
H -2.65858 -2.38628 -0.31423
H -5.06136 -1.75608 -0.46618
C 5.34416 1.01217 -4.07836
C 4.19028 0.75951 -3.14548
C 2.90575 0.53377 -3.61875
C 1.94500 0.25266 -2.66210
N 2.20969 0.22591 -1.36133
C 3.48207 0.50929 -0.97049
S 3.83807 0.57524 0.71842
N 4.48147 0.74927 -1.85314
H 5.00791 1.16008 -5.10515
H 6.02802 0.16131 -4.05427
H 5.90269 1.88730 -3.74599
H 2.66203 0.55551 -4.67188
H 0.92023 0.02293 -2.94187

Forces on atoms 1 to 3 (eV/Å):
Na 0.078 0.055 -0.004
N -0.031 0.021 -0.049
C 0.022 -0.011 0.014


Across the entries above, max |F| takes the values 1.86; 4.32; 12.23; 7.83; 3.48; 0.17 eV/A, respectively.
Across the entries above, orbital gap takes the values 10.21; 9.79; 8.52; 7.54; 6.15; 4.92 eV, respectively.
Across the entries above, HOMO takes the values -9.42; -9.04; -9.47; -7.99; -6.65; -1.10 eV, respectively.